Record 1
{"formula": "C36H27BrFeN7O2S2Se", "method": "ωB97M-V/def2-TZVPD", "de_lowest_kcal_mol": 1.1, "e_homo_ev": [-13.81, -13.80], "gap_ev": [7.217, 6.817], "charge": 2, "multiplicity": 6, "elements": ["Fe", "S", "C", "N", "C", "C", "N", "C", "C", "C", "C", "C", "C", "C", "C", "S", "C", "C", "C", "C", "C", "C", "C", "H", "H", "H", "H", "H", "H", "H", "H", "H", "H", "H", "H", "H", "H", "H", "H", "H", "H", "Se", "N", "C", "C", "C", "C", "C", "N", "C", "C", "N", "C", "C", "C", "C", "C", "N", "H", "H", "H", "H", "H", "H", "Br", "C", "C", "C", "C", "C", "N", "C", "O", "O", "H", "H", "H"], "coordinates": [[-0.82, -1.16, -0.67], [-1.98, 0.96, -0.06], [-3.57, 0.46, 0.23], [-4.55, 1.31, 0.45], [-5.91, 0.83, 0.70], [-6.17, -0.37, -0.17], [-5.14, -1.39, 0.10], [-5.55, -2.82, 0.01], [-5.32, -3.35, -1.39], [-6.20, -3.01, -2.41], [-5.99, -3.48, -3.70], [-4.90, -4.31, -3.97], [-4.04, -4.67, -2.94], [-4.25, -4.19, -1.66], [-3.90, -1.02, 0.29], [-2.67, -2.12, 0.62], [-4.40, 2.78, 0.39], [-5.07, 3.32, -0.84], [-6.22, 4.10, -0.74], [-6.85, 4.57, -1.88], [-6.35, 4.26, -3.13], [-5.20, 3.48, -3.24], [-4.56, 3.01, -2.10], [-6.60, 1.63, 0.45], [-6.02, 0.59, 1.76], [-6.17, -0.11, -1.23], [-7.14, -0.80, 0.08], [-6.60, -2.85, 0.28], [-4.99, -3.39, 0.75], [-7.07, -2.40, -2.21], [-6.69, -3.23, -4.49], [-4.75, -4.70, -4.96], [-3.20, -5.32, -3.14], [-3.58, -4.49, -0.86], [-3.34, 3.02, 0.42], [-4.86, 3.18, 1.30], [-6.61, 4.36, 0.24], [-7.74, 5.18, -1.79], [-6.84, 4.63, -4.02], [-4.80, 3.25, -4.22], [-3.66, 2.42, -2.19], [1.68, 0.93, -7.61], [2.38, 1.05, -5.98], [1.47, 0.60, -5.15], [1.68, 0.52, -3.71], [2.86, 0.92, -3.09], [2.97, 0.82, -1.72], [1.90, 0.31, -1.00], [0.77, -0.09, -1.58], [0.65, 0.02, -2.92], [-0.62, -0.42, -3.51], [-1.55, -0.90, -2.67], [-2.72, -1.30, -3.15], [-3.03, -1.22, -4.51], [-2.08, -0.73, -5.38], [-0.84, -0.32, -4.88], [0.23, 0.19, -5.73], [0.13, 0.30, -7.03], [3.66, 1.31, -3.70], [3.87, 1.13, -1.21], [1.95, 0.21, 0.08], [-3.42, -1.72, -2.45], [-3.99, -1.56, -4.85], [-2.26, -0.66, -6.44], [0.43, 0.38, 2.47], [0.81, -1.43, 2.14], [1.47, -2.17, 3.12], [1.75, -3.50, 2.86], [1.37, -4.05, 1.64], [0.72, -3.24, 0.74], [0.44, -1.94, 0.97], [0.25, -3.78, -0.59], [0.50, -4.91, -0.91], [-0.45, -2.92, -1.29], [1.74, -1.69, 4.05], [2.26, -4.10, 3.60], [1.56, -5.07, 1.37]]}



Record 2
{"formula": "C36H28AsN4O6RuS2", "method": "ωB97M-V/def2-TZVPD", "de_lowest_kcal_mol": 5.2, "e_homo_ev": [-10.35, -10.35], "gap_ev": [5.558, 5.467], "charge": 1, "elements": ["Ru", "S", "C", "C", "C", "C", "C", "C", "As", "C", "C", "C", "C", "C", "C", "C", "C", "C", "C", "C", "C", "H", "H", "H", "H", "H", "H", "H", "H", "H", "H", "H", "H", "H", "H", "N", "C", "C", "C", "C", "C", "C", "S", "O", "O", "N", "C", "N", "C", "C", "C", "N", "H", "H", "H", "H", "H", "H", "H", "H", "H", "O", "C", "O", "C", "C", "C", "C", "O", "C", "O", "C", "C", "H", "H", "H", "H", "H"], "coordinates": [[-0.08, 1.24, -0.97], [1.47, 1.89, -2.33], [2.77, 0.71, -2.44], [3.97, 1.14, -3.01], [5.07, 0.30, -2.97], [4.99, -0.94, -2.35], [3.79, -1.38, -1.80], [2.68, -0.55, -1.85], [0.90, -0.96, -1.28], [0.83, -2.29, 0.08], [0.69, -3.64, -0.21], [0.63, -4.55, 0.83], [0.72, -4.12, 2.15], [0.86, -2.77, 2.43], [0.91, -1.85, 1.40], [0.18, -1.80, -2.86], [0.88, -1.84, -4.06], [0.31, -2.43, -5.18], [-0.96, -2.98, -5.10], [-1.66, -2.95, -3.91], [-1.10, -2.36, -2.79], [4.03, 2.12, -3.45], [6.01, 0.63, -3.39], [5.86, -1.58, -2.30], [3.72, -2.35, -1.33], [0.62, -3.98, -1.23], [0.52, -5.61, 0.61], [0.67, -4.84, 2.95], [0.92, -2.43, 3.46], [1.00, -0.79, 1.61], [1.88, -1.42, -4.13], [0.86, -2.46, -6.11], [-1.40, -3.44, -5.98], [-2.65, -3.39, -3.84], [-1.65, -2.34, -1.86], [2.65, 3.53, 6.64], [2.61, 3.23, 5.31], [2.24, 1.95, 4.88], [2.18, 1.65, 3.54], [2.48, 2.64, 2.60], [2.85, 3.91, 3.01], [2.91, 4.21, 4.35], [2.41, 2.25, 0.91], [2.79, 0.89, 0.70], [3.04, 3.30, 0.16], [0.79, 2.25, 0.53], [0.02, 3.39, 0.41], [0.09, 4.47, 1.16], [-0.85, 5.39, 0.90], [-1.83, 5.23, -0.06], [-1.81, 4.06, -0.81], [-0.86, 3.17, -0.59], [2.62, 2.79, 7.32], [3.09, 4.38, 6.94], [2.01, 1.18, 5.62], [1.91, 0.66, 3.21], [3.08, 4.67, 2.27], [3.20, 5.20, 4.68], [-0.80, 6.29, 1.50], [-2.58, 5.98, -0.23], [-2.52, 3.85, -1.60], [-1.37, 0.43, 0.57], [-2.19, 0.09, -0.33], [-1.89, 0.47, -1.53], [-3.38, -0.71, -0.08], [-3.60, -1.21, 1.20], [-4.70, -2.02, 1.48], [-5.55, -2.28, 0.43], [-6.68, -3.03, 0.44], [-7.25, -2.94, -0.87], [-6.33, -2.21, -1.68], [-5.34, -1.78, -0.85], [-4.26, -0.99, -1.15], [-2.89, -0.97, 1.98], [-4.88, -2.42, 2.46], [-8.19, -2.39, -0.81], [-7.38, -3.94, -1.27], [-4.08, -0.60, -2.14]]}



Record 3
{"formula": "C36H28BrIrN3O6P2", "method": "ωB97M-V/def2-TZVPD", "de_lowest_kcal_mol": 14.6, "e_homo_ev": [-14.12, -14.12], "gap_ev": [7.329, 6.253], "charge": 2, "multiplicity": 2, "elements": ["Ir", "O", "C", "O", "C", "C", "N", "N", "C", "C", "O", "O", "H", "H", "H", "N", "P", "C", "C", "C", "C", "C", "C", "C", "C", "C", "C", "C", "C", "P", "C", "C", "C", "C", "C", "C", "C", "C", "C", "C", "C", "C", "H", "H", "H", "H", "H", "H", "H", "H", "H", "H", "H", "H", "H", "H", "H", "H", "H", "H", "H", "H", "H", "Br", "C", "C", "C", "C", "C", "C", "C", "O", "O", "H", "H", "H", "H"], "coordinates": [[0.05, 1.15, -0.57], [-5.66, -0.25, -0.39], [-5.52, 1.05, -0.62], [-6.45, 1.80, -0.74], [-4.12, 1.59, -0.74], [-3.88, 2.93, -1.00], [-2.55, 3.10, -1.03], [-1.91, 1.95, -0.81], [-2.85, 1.03, -0.63], [-2.37, -0.36, -0.38], [-3.09, -1.30, -0.22], [-1.03, -0.47, -0.37], [-4.81, -0.72, -0.32], [-4.57, 3.74, -1.15], [-2.03, 3.95, -1.21], [1.63, -1.31, 0.90], [1.94, -0.05, -0.20], [3.24, 0.89, 0.61], [4.30, 1.39, -0.14], [5.23, 2.23, 0.45], [5.11, 2.55, 1.80], [4.06, 2.05, 2.55], [3.11, 1.23, 1.96], [2.62, -0.80, -1.68], [2.17, -0.40, -2.93], [2.73, -0.97, -4.07], [3.73, -1.91, -3.95], [4.19, -2.31, -2.70], [3.63, -1.76, -1.56], [0.58, -2.59, 0.62], [1.38, -4.09, 0.08], [1.95, -4.95, 1.02], [2.60, -6.09, 0.59], [2.66, -6.38, -0.77], [2.08, -5.53, -1.70], [1.43, -4.38, -1.28], [-0.45, -2.81, 2.01], [-0.76, -1.73, 2.85], [-1.65, -1.91, 3.89], [-2.24, -3.16, 4.08], [-1.95, -4.23, 3.24], [-1.06, -4.06, 2.20], [2.21, -1.34, 1.73], [4.40, 1.13, -1.19], [6.05, 2.61, -0.13], [5.84, 3.20, 2.26], [3.96, 2.31, 3.60], [2.27, 0.89, 2.54], [1.40, 0.35, -3.03], [2.38, -0.66, -5.05], [4.17, -2.34, -4.84], [4.98, -3.04, -2.62], [3.99, -2.07, -0.58], [1.89, -4.73, 2.08], [3.05, -6.76, 1.31], [3.16, -7.28, -1.10], [2.12, -5.77, -2.76], [0.98, -3.71, -2.00], [-0.31, -0.76, 2.68], [-1.89, -1.09, 4.55], [-2.95, -3.30, 4.90], [-2.42, -5.19, 3.40], [-0.84, -4.89, 1.54], [0.97, 4.26, 3.17], [2.11, 4.84, 1.79], [2.98, 5.88, 2.08], [3.83, 6.38, 1.11], [3.82, 5.85, -0.18], [2.96, 4.82, -0.48], [2.10, 4.30, 0.49], [1.27, 3.19, 0.07], [1.19, 2.78, -1.13], [0.55, 2.44, 0.85], [2.98, 6.31, 3.08], [4.50, 7.19, 1.36], [4.48, 6.25, -0.94], [2.94, 4.40, -1.47]]}



Record 4
{"formula": "C36H28CdNO2P2S", "method": "ωB97M-V/def2-TZVPD", "e_homo_ev": [-16.71, -16.72], "gap_ev": [4.684, 6.953], "charge": 3, "elements": ["Cd", "O", "S", "C", "C", "C", "C", "C", "C", "P", "C", "C", "C", "C", "C", "C", "C", "C", "C", "C", "C", "C", "C", "C", "C", "C", "C", "C", "P", "C", "C", "C", "C", "C", "C", "C", "C", "C", "C", "C", "C", "H", "H", "H", "H", "H", "H", "H", "H", "H", "H", "H", "H", "H", "H", "H", "H", "H", "H", "H", "H", "H", "H", "H", "H", "H", "H", "H", "H", "O", "N"], "coordinates": [[0.34, 1.73, -0.56], [0.05, 2.47, 3.08], [0.14, 1.36, 2.12], [-1.12, 0.14, 2.51], [-1.27, -0.18, 3.84], [-2.19, -1.16, 4.22], [-2.96, -1.81, 3.26], [-2.85, -1.45, 1.92], [-1.97, -0.43, 1.53], [-1.99, 0.03, -0.18], [-3.23, -0.81, -1.12], [-4.54, -0.29, -1.11], [-5.51, -0.97, -1.82], [-5.18, -2.11, -2.56], [-3.88, -2.60, -2.57], [-2.90, -1.95, -1.85], [-2.28, 1.81, -0.33], [-2.82, 2.61, 0.69], [-3.06, 3.95, 0.43], [-2.71, 4.52, -0.80], [-2.15, 3.74, -1.81], [-1.94, 2.38, -1.58], [1.63, 0.42, 2.42], [2.04, 0.37, 3.74], [3.15, -0.40, 4.08], [3.83, -1.11, 3.10], [3.44, -1.01, 1.77], [2.36, -0.21, 1.40], [2.07, -0.05, -0.38], [3.50, 0.69, -1.19], [4.70, 0.93, -0.53], [5.75, 1.53, -1.22], [5.60, 1.89, -2.55], [4.39, 1.66, -3.20], [3.34, 1.08, -2.53], [1.69, -1.67, -1.02], [0.80, -2.47, -0.29], [0.49, -3.74, -0.75], [1.07, -4.22, -1.92], [1.96, -3.43, -2.64], [2.27, -2.15, -2.19], [-0.68, 0.32, 4.60], [-2.30, -1.42, 5.26], [-3.67, -2.57, 3.55], [-3.49, -1.93, 1.19], [-4.80, 0.60, -0.56], [-6.53, -0.61, -1.80], [-5.95, -2.62, -3.12], [-3.64, -3.48, -3.15], [-1.88, -2.33, -1.86], [-3.09, 2.18, 1.64], [-3.54, 4.56, 1.19], [-2.90, 5.57, -0.97], [-1.92, 4.18, -2.77], [-1.68, 1.74, -2.42], [1.52, 0.94, 4.50], [3.48, -0.44, 5.11], [4.68, -1.73, 3.37], [3.99, -1.56, 1.01], [4.83, 0.66, 0.51], [6.69, 1.71, -0.71], [6.42, 2.35, -3.08], [4.28, 1.94, -4.24], [2.40, 0.91, -3.05], [0.38, -2.12, 0.64], [-0.18, -4.37, -0.18], [0.84, -5.21, -2.27], [2.42, -3.81, -3.54], [2.98, -1.55, -2.74], [1.06, 4.90, 0.29], [0.26, 4.12, 0.18]]}



Record 5
{"formula": "C36H28F12N6O2Zr", "method": "ωB97M-V/def2-TZVPD", "de_lowest_kcal_mol": 0.0, "e_homo_ev": -7.45, "gap_ev": 7.342, "elements": ["Zr", "C", "C", "C", "C", "C", "H", "H", "H", "H", "H", "C", "C", "C", "C", "C", "N", "C", "C", "C", "C", "C", "C", "C", "C", "O", "C", "F", "F", "F", "C", "F", "F", "F", "C", "C", "C", "O", "C", "F", "F", "F", "C", "F", "F", "F", "H", "H", "H", "H", "H", "H", "H", "H", "H", "H", "H", "H", "C", "C", "N", "C", "C", "N", "C", "N", "N", "N", "C", "C", "C", "C", "C", "C", "H", "H", "H", "H", "H", "H", "H", "H", "H", "H", "H"], "coordinates": [[0.58, 2.38, -0.98], [-1.07, 4.07, -2.03], [-0.66, 4.65, -0.84], [0.73, 4.98, -0.95], [1.16, 4.60, -2.25], [0.01, 4.02, -2.91], [-2.05, 3.65, -2.28], [-1.33, 4.71, 0.03], [1.36, 5.45, -0.19], [2.18, 4.70, -2.69], [-0.06, 3.59, -3.90], [3.80, -1.49, 4.47], [3.08, -1.00, 3.25], [2.72, -1.84, 2.21], [2.12, -1.38, 1.05], [1.80, 0.01, 0.92], [1.09, 0.42, -0.26], [0.53, -0.63, -1.08], [-0.41, -1.51, -0.49], [-1.08, -2.47, -1.23], [-0.90, -2.53, -2.61], [-1.62, -3.63, -3.39], [-0.01, -1.69, -3.20], [0.68, -0.71, -2.45], [1.49, 0.36, -3.20], [1.23, 1.64, -2.71], [1.10, 0.40, -4.69], [1.59, 1.48, -5.34], [-0.23, 0.48, -4.89], [1.56, -0.63, -5.44], [2.98, 0.04, -3.04], [3.40, 0.41, -1.85], [3.27, -1.28, -3.16], [3.70, 0.67, -3.98], [2.14, 0.87, 1.95], [2.86, 0.34, 3.04], [1.93, 2.39, 1.83], [0.89, 2.76, 1.05], [1.74, 3.03, 3.23], [1.06, 2.22, 4.06], [1.03, 4.23, 3.12], [2.92, 3.35, 3.84], [3.18, 3.03, 1.12], [3.41, 4.32, 1.40], [4.32, 2.35, 1.35], [2.95, 2.94, -0.18], [4.73, -1.99, 4.22], [3.24, -2.17, 5.10], [4.14, -0.69, 5.13], [2.97, -2.90, 2.25], [1.95, -2.05, 0.22], [-0.56, -1.44, 0.61], [-1.80, -3.12, -0.78], [-2.76, -3.56, -3.33], [-1.44, -4.64, -2.97], [-1.36, -3.59, -4.44], [0.04, -1.69, -4.27], [3.27, 1.05, 3.72], [-1.67, 1.16, 1.54], [-2.10, 0.91, 0.11], [-1.48, 1.36, -0.97], [-2.24, 0.82, -2.05], [-3.30, 0.13, -1.56], [-3.21, 0.23, -0.18], [-4.09, -0.36, 0.80], [-3.95, -1.78, 0.92], [-4.53, -2.56, -0.02], [-4.26, -3.79, 0.20], [-3.46, -3.80, 1.37], [-2.90, -4.87, 2.07], [-2.05, -4.63, 3.07], [-1.65, -3.31, 3.41], [-2.23, -2.21, 2.77], [-3.20, -2.51, 1.77], [-1.22, 2.12, 1.57], [-0.87, 0.45, 1.85], [-2.43, 1.03, 2.29], [-1.94, 0.93, -3.09], [-4.06, -0.52, -1.99], [-5.12, -0.24, 0.50], [-3.94, 0.13, 1.74], [-3.13, -5.85, 1.69], [-1.64, -5.41, 3.70], [-0.90, -3.16, 4.22], [-1.99, -1.24, 3.09]]}



Record 6
{"formula": "C36H28IN9O3S2Ti", "method": "ωB97M-V/def2-TZVPD", "de_lowest_kcal_mol": 67.0, "e_homo_ev": [-4.01, -4.01], "gap_ev": [5.394, 3.018], "charge": -1, "multiplicity": 2, "elements": ["Ti", "C", "C", "C", "C", "C", "N", "C", "C", "C", "C", "C", "C", "C", "N", "C", "C", "C", "N", "C", "C", "N", "C", "C", "C", "N", "H", "H", "H", "H", "H", "H", "H", "H", "H", "H", "H", "H", "H", "H", "H", "H", "H", "H", "S", "C", "S", "C", "C", "N", "C", "N", "O", "C", "O", "C", "C", "C", "C", "C", "C", "C", "C", "C", "N", "H", "H", "H", "H", "H", "H", "N", "C", "O", "C", "I", "H", "H", "H", "H"], "coordinates": [[-0.83, 0.07, 0.22], [0.40, 4.61, -4.10], [0.32, 3.95, -2.75], [1.46, 3.61, -2.04], [1.37, 2.92, -0.85], [0.14, 2.57, -0.30], [0.04, 1.76, 0.86], [0.87, 2.04, 1.91], [1.33, 3.36, 2.14], [2.19, 3.68, 3.16], [2.62, 2.71, 4.07], [3.57, 3.04, 5.19], [2.11, 1.44, 3.92], [1.25, 1.09, 2.88], [0.79, -0.25, 2.82], [1.39, -1.30, 3.41], [0.58, -2.40, 3.24], [-0.50, -1.93, 2.51], [-0.38, -0.62, 2.25], [-1.01, 2.97, -0.99], [-0.91, 3.63, -2.21], [-2.28, 2.68, -0.45], [-3.42, 3.36, -0.68], [-4.41, 2.76, 0.06], [-3.78, 1.69, 0.70], [-2.48, 1.65, 0.40], [1.41, 4.98, -4.29], [-0.30, 5.44, -4.19], [0.16, 3.88, -4.89], [2.44, 3.82, -2.46], [2.27, 2.59, -0.35], [0.99, 4.13, 1.47], [2.52, 4.70, 3.28], [4.13, 3.94, 4.96], [4.29, 2.23, 5.34], [3.04, 3.20, 6.13], [2.37, 0.69, 4.66], [2.34, -1.23, 3.90], [0.75, -3.41, 3.58], [-1.34, -2.49, 2.16], [-1.81, 3.84, -2.77], [-3.45, 4.22, -1.32], [-5.45, 3.04, 0.12], [-4.21, 0.98, 1.38], [-3.55, -0.75, 3.08], [-3.61, -1.87, 1.81], [-2.88, -1.43, 0.29], [-4.24, -3.10, 1.94], [-4.25, -4.04, 0.88], [-4.25, -4.84, 0.05], [-4.85, -3.48, 3.16], [-5.34, -3.81, 4.15], [-2.29, 0.04, -3.48], [-1.60, -0.39, -2.60], [-1.32, 0.28, -1.48], [-0.90, -1.72, -2.68], [-0.48, -2.19, -3.94], [0.28, -3.32, -3.98], [0.59, -4.00, -2.78], [1.39, -5.16, -2.73], [1.67, -5.76, -1.53], [1.16, -5.23, -0.33], [0.38, -4.11, -0.35], [0.09, -3.46, -1.57], [-0.63, -2.31, -1.54], [-0.72, -1.62, -4.82], [0.67, -3.69, -4.93], [1.78, -5.57, -3.65], [2.28, -6.65, -1.50], [1.38, -5.72, 0.61], [-0.02, -3.68, 0.55], [2.87, -1.46, -0.31], [1.82, -0.68, -0.84], [0.76, -0.62, -0.01], [1.89, -0.05, -2.01], [1.53, 0.35, -5.83], [2.52, -2.15, 0.34], [3.45, -1.87, -1.03], [2.75, -0.14, -2.66], [1.07, 0.56, -2.36]]}